{"formula": "C32H87FeO32", "method": "ωB97M-V/def2-TZVPD", "homo_ev": [-9.11, -9.11], "energy_ha": -4942.65392, "gap_ev": [9.1, 8.4], "multiplicity": 6, "largest_force_ev_per_a": 4.961, "charge": 0, "symbols": ["Fe", "C", "C", "O", "O", "H", "H", "H", "C", "C", "O", "O", "H", "H", "H", "C", "C", "O", "O", "H", "H", "H", "C", "C", "O", "O", "H", "H", "H", "H", "H", "H", "C", "C", "O", "O", "H", "H", "H", "H", "H", "H", "C", "C", "O", "O", "H", "H", "H", "H", "H", "H", "C", "C", "O", "O", "H", "H", "H", "H", "H", "H", "C", "C", "O", "O", "H", "H", "H", "H", "H", "H", "C", "C", "O", "O", "H", "H", "H", "H", "H", "H", "C", "C", "O", "O", "H", "H", "H", "H", "H", "H", "C", "C", "O", "O", "H", "H", "H", "H", "H", "H", "C", "C", "O", "O", "H", "H", "H", "H", "H", "H", "C", "C", "O", "O", "H", "H", "H", "H", "H", "H", "C", "C", "O", "O", "H", "H", "H", "H", "H", "H", "C", "C", "O", "O", "H", "H", "H", "H", "H", "H", "C", "C", "O", "O", "H", "H", "H", "H", "H", "H"], "coordinates": [[0.870151, -0.791943, -3.021795], [-0.488919, -0.119223, -6.849465], [0.003291, -0.167083, -5.435725], [1.152171, -0.562163, -5.075155], [-0.642609, 0.049337, -4.378755], [-0.402319, -1.092543, -7.332415], [0.008931, 0.597267, -7.502825], [-1.520269, 0.233467, -6.845875], [0.823211, -4.796643, -2.855445], [0.835531, -3.331263, -3.089015], [1.843701, -2.655013, -3.088145], [-0.195169, -2.598803, -3.148005], [0.256861, -4.952453, -1.937255], [1.770911, -5.329973, -2.781135], [0.260531, -5.321403, -3.627525], [0.018711, -0.312153, 0.928675], [0.364081, -0.533443, -0.498355], [1.493541, -0.817713, -0.959325], [-0.449049, -0.249383, -1.424925], [0.680291, 0.420727, 1.390505], [0.163351, -1.297163, 1.372445], [-0.983119, 0.081537, 1.100255], [-1.830489, -3.270713, 0.088345], [-2.734929, -3.015653, -1.050015], [-4.065249, -2.725253, -0.455235], [-2.007019, -4.556023, 0.669985], [-1.949969, -2.416203, 0.754405], [-0.793099, -3.257783, -0.245975], [-2.786949, -3.855833, -1.742475], [-2.396639, -2.218743, -1.712265], [-4.329349, -3.522553, 0.009705], [-1.216079, -5.024203, 0.392825], [0.141021, 1.723327, 4.517515], [0.945091, 2.633007, 3.707275], [0.339101, 3.122097, 2.467645], [-1.147669, 2.288847, 4.834195], [0.687221, 1.545967, 5.443965], [0.072711, 0.842527, 3.879055], [1.887041, 2.175217, 3.405205], [1.184651, 3.471687, 4.360975], [-0.617569, 3.090657, 2.540995], [-1.713699, 1.517727, 4.753035], [-3.229999, 1.557097, 1.441235], [-4.710079, 1.666067, 1.196965], [-5.523639, 1.235867, 2.328425], [-2.774779, 2.628967, 2.192545], [-2.725359, 1.425767, 0.484065], [-3.006939, 0.666917, 2.029405], [-5.047239, 1.121627, 0.314915], [-4.995399, 2.696837, 0.986705], [-6.384319, 1.654927, 2.256235], [-3.313749, 2.675407, 2.985615], [2.184791, -1.316193, 4.418335], [1.182111, -2.058703, 5.322965], [0.086781, -1.265323, 5.724385], [2.636721, -0.111963, 4.908245], [1.841621, -1.099803, 3.406645], [2.972381, -2.046683, 4.233455], [1.622401, -2.422893, 6.251185], [0.770331, -2.873763, 4.727795], [0.516421, -0.614403, 6.284125], [3.242141, -0.300613, 5.628995], [0.958731, -4.737613, 2.629185], [0.815871, -6.077763, 1.885195], [0.371361, -5.855953, 0.578285], [1.584121, -5.040893, 3.873995], [-0.011049, -4.247443, 2.714955], [1.627611, -4.148483, 2.001805], [0.144361, -6.773513, 2.388305], [1.762321, -6.615923, 1.937195], [0.426861, -6.652073, 0.044705], [0.971941, -5.086573, 4.612065], [2.929211, 4.753827, 1.008365], [3.750881, 6.050057, 1.053095], [3.645641, 6.878807, -0.123175], [1.560521, 4.903737, 0.677495], [3.034261, 4.175757, 1.926455], [3.337591, 4.135277, 0.209165], [4.823901, 5.913687, 1.187685], [3.354961, 6.580237, 1.919275], [2.813571, 7.354407, -0.067805], [1.106711, 4.350217, 1.317245], [-3.022909, -2.829353, 5.095975], [-2.593039, -2.106523, 3.858685], [-1.813509, -0.915603, 4.028615], [-4.231799, -2.286293, 5.604125], [-2.276419, -2.680693, 5.876205], [-3.241859, -3.879843, 4.904565], [-3.472649, -1.862303, 3.263085], [-2.081269, -2.786503, 3.177635], [-1.128779, -1.097683, 4.676375], [-4.093749, -1.506743, 6.147125], [3.898301, -3.331113, 0.257595], [5.061651, -3.458913, 1.257875], [4.530541, -4.037773, 2.394125], [4.318311, -2.744033, -0.935785], [3.139041, -2.708023, 0.730215], [3.354061, -4.263553, 0.107705], [5.502471, -2.469523, 1.379895], [5.816221, -4.144413, 0.872105], [5.151251, -4.674563, 2.755805], [3.573691, -2.615093, -1.527825], [-4.300969, -0.184333, -2.539305], [-4.685329, 1.177657, -3.204385], [-5.297609, 0.893067, -4.405395], [-5.358889, -0.642753, -1.646255], [-3.291789, -0.269303, -2.136285], [-4.277019, -0.934553, -3.329685], [-3.862549, 1.856377, -3.429035], [-5.363099, 1.848157, -2.676025], [-5.901719, 0.187057, -4.164145], [-4.960829, -1.434473, -1.277035], [-1.467119, 3.044727, -1.531005], [-2.525969, 4.010857, -1.172515], [-3.050319, 4.394307, -2.471965], [-0.442229, 3.616247, -2.290405], [-1.894679, 2.226957, -2.111125], [-1.135629, 2.537087, -0.625185], [-2.092639, 4.847737, -0.624825], [-3.425309, 3.578097, -0.734325], [-3.875579, 4.862977, -2.327475], [-0.381499, 4.558697, -2.118045], [3.592821, 1.012247, -2.817155], [2.528391, 2.031357, -3.229675], [1.236001, 1.482517, -2.839165], [3.260141, -0.306543, -3.112715], [3.753581, 1.069797, -1.740615], [4.560211, 1.223877, -3.272645], [2.648821, 2.159667, -4.305375], [2.737211, 3.007877, -2.792745], [0.650891, 2.242787, -2.874385], [4.090141, -0.734193, -3.335925], [-2.246399, 3.305847, -5.799715], [-3.116019, 2.846057, -6.989075], [-2.899199, 3.705137, -8.140275], [-2.617529, 4.524397, -5.242525], [-1.207839, 3.351947, -6.127375], [-2.199179, 2.591467, -4.977815], [-4.147099, 2.739767, -6.651905], [-2.775899, 1.861837, -7.311165], [-2.109849, 3.441547, -8.618885], [-2.899639, 4.388837, -4.334975], [4.279601, 1.092787, 1.691285], [5.535711, 1.161037, 0.839005], [6.239361, 2.425677, 1.028385], [4.616141, 0.867147, 3.049525], [3.611311, 0.269817, 1.437905], [3.619841, 1.960297, 1.675365], [5.435851, 0.909777, -0.216925], [6.202331, 0.372347, 1.187825], [7.134611, 2.312347, 0.700845], [3.801411, 0.825477, 3.555565]], "forces_ev_per_a": [[-0.5, 0.6, -0.4], [-0.6, 0.6, 0.0], [1.0, -0.7, 2.8], [2.6, -1.0, -2.0], [-3.1, 0.9, -0.2], [0.0, 0.0, 0.3], [0.6, 0.0, 0.4], [-0.1, -0.4, 0.1], [-0.8, -1.0, -0.2], [-1.6, 0.5, 0.4], [4.9, 0.7, 0.0], [-2.3, -0.7, -0.1], [0.0, 0.0, 0.1], [0.2, 0.7, 0.0], [-0.2, 0.2, -0.1], [0.2, -0.4, 0.3], [-0.3, 2.0, -2.3], [1.8, -1.2, 1.0], [-1.9, -0.1, 0.0], [0.4, -0.2, -0.1], [-0.1, 0.1, 0.6], [0.0, -0.5, -0.3], [1.4, 0.0, -0.4], [-1.5, -0.1, -0.2], [1.2, -0.1, -1.1], [-0.8, 0.7, 0.3], [-0.1, -0.3, 0.6], [0.3, 0.4, -0.3], [-0.2, -0.4, 0.2], [-0.2, 0.5, 0.6], [-0.1, -0.1, 0.1], [0.2, -0.6, 0.3], [-0.8, -0.5, -0.2], [0.6, 2.3, -1.0], [0.8, -0.8, 1.0], [0.8, -0.6, -0.4], [0.1, -0.3, -0.1], [-0.6, -0.6, 0.6], [0.0, -0.2, 0.1], [0.2, 0.5, -0.3], [-0.6, 0.0, 0.2], [-0.6, 0.0, 0.1], [-1.1, -1.4, 0.4], [-1.7, -0.2, -0.3], [1.1, 0.1, -0.1], [1.1, 1.4, 0.0], [0.2, 0.6, 0.0], [-0.2, -0.6, -0.2], [0.3, -0.5, -0.1], [0.4, 0.4, 0.0], [0.0, 0.0, -0.1], [0.0, 0.0, 0.2], [-0.4, -1.9, -0.8], [0.0, 0.1, -1.0], [0.4, 0.3, 0.6], [0.4, 1.1, 1.1], [-0.8, -0.1, 0.1], [0.5, 0.0, 0.1], [0.5, -0.4, -0.2], [0.2, -0.1, 0.2], [-0.6, 0.6, 0.1], [0.3, 0.2, 0.2], [0.0, -1.4, -0.4], [0.0, -0.5, 1.1], [0.0, 0.4, -1.1], [0.3, 0.4, -0.1], [0.0, 0.1, 0.1], [0.1, 0.3, 0.4], [-0.5, 0.2, 0.3], [0.4, 0.4, -0.3], [0.1, -0.1, 0.1], [-0.3, 0.0, -0.3], [0.9, -0.5, -1.5], [-1.0, 0.5, 0.1], [-0.1, -0.6, 0.5], [0.2, 0.9, 0.2], [0.2, 0.3, 0.3], [0.4, -0.2, -0.1], [-0.2, -0.5, 0.1], [0.2, 0.5, 0.2], [-0.1, -0.1, -0.1], [-0.6, -0.2, 0.2], [-0.4, 1.1, 0.8], [0.3, 0.1, -1.5], [-1.3, -0.2, -0.4], [-0.8, -0.2, 0.2], [0.5, -0.6, 0.0], [0.3, 0.0, 0.0], [-0.2, 0.4, 0.3], [0.6, -0.3, 0.1], [0.4, 0.0, 0.3], [0.3, 0.0, -0.1], [-0.4, 0.4, 0.6], [-0.2, -0.4, -2.1], [-0.6, -0.2, 1.6], [0.8, 0.0, -0.3], [-0.1, 0.4, 0.3], [0.4, -0.6, -0.1], [0.1, 0.1, 0.4], [0.2, 0.3, -0.5], [-0.1, 0.1, 0.1], [-0.4, 0.1, -0.1], [-1.0, 0.2, -0.1], [1.0, 0.0, 0.9], [-0.9, -0.4, -1.5], [1.0, 1.3, -0.7], [0.0, 0.6, 0.7], [0.1, 0.2, -0.6], [0.6, -0.5, 0.0], [-0.1, -0.5, 1.1], [-0.4, -0.1, -0.5], [-0.3, -0.6, 0.6], [-0.4, -1.6, 0.7], [-1.1, 0.1, -1.7], [0.0, 0.8, 0.1], [0.5, 0.0, -0.3], [-0.1, 0.0, -0.3], [0.7, 0.2, 0.3], [-0.3, 0.2, 0.1], [0.7, -0.3, 1.1], [-0.1, 0.2, -0.1], [0.2, 0.1, 0.1], [0.5, 1.3, 1.3], [0.5, -1.4, -0.3], [2.0, 0.2, -0.5], [-0.6, -0.5, -0.6], [-0.1, 0.2, 0.3], [-0.1, 0.5, -0.2], [-0.7, -0.1, -0.3], [-0.2, -0.1, 0.4], [-1.0, 0.2, 0.2], [-0.4, -0.6, -0.1], [0.2, -0.8, 0.0], [1.7, 0.1, 0.0], [-1.2, 0.1, 0.7], [-0.4, 1.0, -0.5], [0.2, 0.3, -0.4], [-0.3, -0.7, -0.2], [-0.2, 0.6, -0.6], [-0.1, -0.3, 0.4], [0.0, -0.2, 0.3], [0.2, 0.0, 0.2], [-0.7, -0.2, 0.4], [1.0, 0.3, 0.6], [-1.0, -0.6, -0.2], [0.9, 0.1, 0.3], [0.3, -0.3, -1.0], [0.4, 0.5, -0.7], [-0.7, 0.4, -0.1], [-0.1, -0.2, 0.4], [0.0, 0.0, 0.0], [-0.1, -0.1, 0.2]], "lowdin_spin": [4.30, 0.01, 0.02, 0.11, 0.10, 0.00, 0.00, 0.00, 0.01, 0.02, 0.08, 0.10, 0.00, 0.00, 0.00, 0.00, 0.02, 0.07, 0.09, 0.00, 0.00, 0.00, 0.00, 0.00, 0.00, 0.00, 0.00, 0.00, 0.00, 0.00, 0.00, 0.00, 0.00, 0.00, 0.00, 0.00, 0.00, 0.00, 0.00, 0.00, 0.00, 0.00, 0.00, 0.00, 0.00, 0.00, 0.00, 0.00, 0.00, 0.00, 0.00, 0.00, 0.00, 0.00, 0.00, 0.00, 0.00, 0.00, 0.00, 0.00, 0.00, 0.00, 0.00, 0.00, 0.00, 0.00, 0.00, 0.00, 0.00, 0.00, 0.00, 0.00, 0.00, 0.00, 0.00, 0.00, 0.00, 0.00, 0.00, 0.00, 0.00, 0.00, 0.00, 0.00, 0.00, 0.00, 0.00, 0.00, 0.00, 0.00, 0.00, 0.00, 0.00, 0.00, 0.00, 0.00, 0.00, 0.00, 0.00, 0.00, 0.00, 0.00, 0.00, 0.00, 0.00, 0.00, 0.00, 0.00, 0.00, 0.00, 0.00, 0.00, 0.00, 0.00, 0.00, 0.00, 0.00, 0.00, 0.00, 0.00, 0.00, 0.00, 0.00, 0.00, 0.04, 0.02, 0.00, 0.00, 0.00, 0.00, 0.00, 0.00, 0.00, 0.00, 0.00, 0.00, 0.00, 0.00, 0.00, 0.00, 0.00, 0.00, 0.00, 0.00, 0.00, 0.00, 0.00, 0.00, 0.00, 0.00, 0.00, 0.00]}